Entry 1:
Below is a structure of composition C3H11O4, with properties calculated with ωB97M-V with the def2-TZVPD basis set.

Summary:
Molecular weight ... 111.12 g mol⁻¹
LUMO level ... 4.004 eV
Highest occupied orbital energy ... -4.44 eV
Relative energy (zero: lowest compared OMol25 entry of this formula, charge and spin) ... 32.4 kcal per mole
Net charge ... -1

XYZ file:
```
18
C3H11O4 (ωB97M-V with the def2-TZVPD basis set)
C -0.7229 -0.9672 -1.5399
O -1.4718 -0.8169 -0.3989
C 0.7164 -0.4281 -1.2199
C 1.3902 -1.1496 -0.0208
O 1.8773 -0.2030 0.8638
H -0.7149 -2.0868 -1.7319
H -1.3436 -0.4912 -2.3076
H 0.5443 0.5635 -0.8076
H 1.4341 -0.1090 -1.9837
H 0.5774 -1.8017 0.4323
H 2.2419 -1.7655 -0.4175
H 0.9121 0.5005 1.2579
H -1.1690 -0.2802 0.3836
H 0.1521 0.8346 2.7142
O -0.1774 0.8258 1.8147
H -1.1351 2.0779 1.6120
H -1.3673 2.5583 0.2427
O -1.7438 2.7385 1.1065
```

Quick look at the Löwdin charges, all values in e: atom 1 (C): -0.304, atom 2 (O): -0.128, atom 3 (C): -0.168, atom 4 (C): -0.388, atom 5 (O): -0.271, atom 6 (H): 0.112, atom 7 (H): 0.095, atom 8 (H): 0.084, atom 9 (H): 0.095, atom 10 (H): 0.112, atom 11 (H): 0.097, atom 12 (H): 0.048, atom 13 (H): 0.078, atom 14 (H): 0.000, atom 15 (O): -0.270, atom 16 (H): -0.014, atom 17 (H): -0.010, atom 18 (O): -0.167

Entry 2:
Below is a cluster of 4 separate species, C3H11O4S in total, with properties calculated with ωB97M-V with the def2-TZVPD basis set.

Summary:
Molecular weight ... 143.18 g mol⁻¹
LUMO level ... 2.237 eV
Highest occupied orbital energy ... -2.84 eV
Relative energy (zero: lowest compared OMol25 entry of this formula, charge and spin) ... 39.7 kcal per mole
Net charge ... -1

XYZ file:
```
19
C3H11O4S (ωB97M-V with the def2-TZVPD basis set)
O 2.9482 2.9970 1.7587
C 2.3264 2.1398 1.1651
C 2.4794 0.7008 1.5842
C 1.4630 -0.3519 1.1940
S 1.8312 -1.1352 -0.5011
H 1.7255 2.3998 0.2593
H 3.4623 0.4287 1.0816
H 2.7403 0.4987 2.6093
H 1.3488 -1.1407 1.9266
H 0.4696 0.1167 1.1119
H -1.3144 0.7421 -2.0197
H -0.4654 -0.3638 -2.5944
O -0.8954 0.4671 -2.8440
H -3.4745 0.5686 0.7014
H -3.0717 -0.5559 -0.0299
O -3.1536 0.3955 -0.1960
H -6.4178 -2.4557 -1.3860
H -5.5669 -2.5466 -0.2633
O -6.0293 -3.1648 -0.8513
```

Quick look at the Löwdin charges, all values in e: atom 1 (O): -0.014, atom 2 (C): -0.271, atom 3 (C): -0.304, atom 4 (C): -0.726, atom 5 (S): 0.046, atom 6 (H): 0.128, atom 7 (H): 0.105, atom 8 (H): 0.092, atom 9 (H): 0.018, atom 10 (H): 0.022, atom 11 (H): 0.000, atom 12 (H): -0.007, atom 13 (O): -0.103, atom 14 (H): 0.035, atom 15 (H): 0.040, atom 16 (O): -0.060, atom 17 (H): 0.037, atom 18 (H): 0.030, atom 19 (O): -0.067

Entry 3:
Below is a structure of composition C3H12F9O15S3Y, with properties calculated with ωB97M-V with the def2-TZVPD basis set.

Summary:
Molecular weight ... 644.20 g mol⁻¹
LUMO level ... -0.992 eV
Highest occupied orbital energy ... -9.89 eV
Relative energy (zero: lowest compared OMol25 entry of this formula, charge and spin) ... 3.9 kcal per mole
Net charge ... 0

XYZ file:
```
43
C3H12F9O15S3Y (ωB97M-V with the def2-TZVPD basis set)
Y -0.1626 0.2604 0.5129
C -3.0678 -1.0968 -3.0148
F -3.5465 -1.3010 -1.7594
F -2.5995 -2.2359 -3.4542
F -4.0717 -0.6657 -3.7488
S -1.6842 0.1946 -3.0149
O -2.3213 1.4875 -3.0737
O -0.9249 0.0158 -1.7605
O -0.8938 -0.2013 -4.1453
C 0.8525 -3.6703 -1.7472
F 0.8750 -4.9037 -2.1675
F 2.1064 -3.3414 -1.3700
F 0.5032 -2.8324 -2.7016
S -0.3149 -3.5050 -0.2896
O -0.2281 -2.0929 0.1262
O -1.6142 -3.7937 -0.8906
O 0.1509 -4.4941 0.6674
C 3.6050 2.7933 2.1853
F 3.8032 2.9070 0.8560
F 4.1581 1.6611 2.5990
F 4.1532 3.8163 2.8222
S 1.7422 2.8520 2.5025
O 1.6294 2.4101 3.8760
O 1.2556 4.1920 2.2137
O 1.2260 1.8408 1.5496
O 0.7134 2.1369 -0.9793
H 0.2780 2.6255 -1.6936
H 1.6345 2.4246 -0.9893
O 1.9054 -0.3735 -0.5015
H 2.1171 -0.3091 -1.4457
H 2.7569 -0.3449 -0.0434
O -2.4433 -0.6941 0.6019
H -2.9486 -1.0220 -0.1610
H -3.0286 -0.7858 1.3627
O -1.1092 0.7493 2.7020
H -1.0571 0.3276 3.5703
H -1.7637 1.4532 2.7985
O -1.6765 2.0717 0.3298
H -1.4601 2.9817 0.5919
H -2.5961 2.0950 0.0276
O 1.0251 -1.0768 2.1795
H 1.6255 -1.7610 1.8469
H 1.3963 -0.7950 3.0301
```

Quick look at the Löwdin charges, all values in e: atom 1 (Y): 1.629, atom 2 (C): -0.647, atom 3 (F): 0.086, atom 4 (F): 0.177, atom 5 (F): 0.164, atom 6 (S): 0.515, atom 7 (O): -0.301, atom 8 (O): -0.424, atom 9 (O): -0.275, atom 10 (C): -0.692, atom 11 (F): 0.178, atom 12 (F): 0.101, atom 13 (F): 0.152, atom 14 (S): 0.544, atom 15 (O): -0.446, atom 16 (O): -0.301, atom 17 (O): -0.295, atom 18 (C): -0.656, atom 19 (F): 0.111, atom 20 (F): 0.146, atom 21 (F): 0.155, atom 22 (S): 0.538, atom 23 (O): -0.301, atom 24 (O): -0.286, atom 25 (O): -0.458, atom 26 (O): -0.094, atom 27 (H): 0.092, atom 28 (H): 0.076, atom 29 (O): -0.078, atom 30 (H): 0.107, atom 31 (H): 0.096, atom 32 (O): -0.088, atom 33 (H): 0.050, atom 34 (H): 0.088, atom 35 (O): -0.080, atom 36 (H): 0.103, atom 37 (H): 0.088, atom 38 (O): -0.086, atom 39 (H): 0.105, atom 40 (H): 0.105, atom 41 (O): -0.082, atom 42 (H): 0.089, atom 43 (H): 0.097

Entry 4:
Below is a cluster of 3 separate species, C3H12FN3O2 in total, with properties calculated with ωB97M-V with the def2-TZVPD basis set.

Summary:
Molecular weight ... 141.15 g mol⁻¹
LUMO level ... -6.728 eV
Highest occupied orbital energy ... -16.71 eV
Relative energy (zero: lowest compared OMol25 entry of this formula, charge and spin) ... 2.1 kcal per mole
Net charge ... +2

XYZ file:
```
21
C3H12FN3O2 (ωB97M-V with the def2-TZVPD basis set)
C -1.4475 1.2515 -0.1890
C -0.5559 0.3464 0.5663
C 2.8255 -0.3050 -0.0203
N 4.1129 -0.5973 -0.1041
N -2.9489 0.9927 -0.2644
N 2.2979 0.3837 0.9576
O -0.9271 -0.7274 1.1027
O 1.9882 -0.6972 -0.9563
F -3.3038 -1.8491 -0.3897
H -1.0462 1.2568 -1.2080
H -1.2935 2.2612 0.2039
H 4.4994 -1.1048 -0.8881
H 4.7680 -0.3245 0.6120
H -3.1531 0.0097 -0.5134
H -3.3792 1.5941 -0.9796
H -3.4060 1.2105 0.6331
H 2.8448 0.7473 1.7198
H -3.6765 -2.6869 -0.6022
H 1.2612 0.5160 0.9289
H -1.8532 -1.0616 1.0610
H 2.3931 -1.2161 -1.6701
```

Quick look at the Löwdin charges, all values in e: atom 1 (C): -0.106, atom 2 (C): -0.094, atom 3 (C): -0.479, atom 4 (N): 0.244, atom 5 (N): 0.209, atom 6 (N): 0.225, atom 7 (O): 0.146, atom 8 (O): 0.163, atom 9 (F): -0.052, atom 10 (H): 0.152, atom 11 (H): 0.150, atom 12 (H): 0.149, atom 13 (H): 0.149, atom 14 (H): 0.121, atom 15 (H): 0.186, atom 16 (H): 0.187, atom 17 (H): 0.149, atom 18 (H): 0.156, atom 19 (H): 0.057, atom 20 (H): 0.128, atom 21 (H): 0.159

Entry 5:
Below is a structure of composition C3H12InO3, with properties calculated with ωB97M-V with the def2-TZVPD basis set.

Summary:
Molecular weight ... 210.94 g mol⁻¹
LUMO level ... -18.978 eV
Highest occupied orbital energy ... -22.59 eV
Relative energy (zero: lowest compared OMol25 entry of this formula, charge and spin) ... 6.6 kcal per mole
Net charge ... +3

XYZ file:
```
19
C3H12InO3 (ωB97M-V with the def2-TZVPD basis set)
In -0.4674 0.7688 -1.6536
C 0.5935 3.8540 0.1070
O 1.2872 2.7899 -0.5372
H 0.9904 4.8186 -0.2061
H -0.4951 3.8734 -0.0195
H 0.7659 3.7641 1.1985
H 2.0478 3.1471 -1.0469
C 1.3759 -2.0480 0.3832
O 1.6175 -0.9829 -0.5198
H 2.2726 -2.6897 0.2079
H 1.3082 -1.8092 1.4506
H 0.5040 -2.6304 0.1083
H 2.4084 -0.4992 -0.1876
C -2.3751 -2.3726 -0.0337
O -1.8988 -1.0428 0.1116
H -3.4585 -2.4990 -0.0950
H -1.9236 -2.9220 -0.8640
H -2.0100 -2.9070 0.8787
H -2.5428 -0.6129 0.7178
```

Quick look at the Löwdin charges, all values in e: atom 1 (In): 1.559, atom 2 (C): -0.031, atom 3 (O): -0.088, atom 4 (H): 0.130, atom 5 (H): 0.123, atom 6 (H): 0.156, atom 7 (H): 0.161, atom 8 (C): -0.007, atom 9 (O): -0.049, atom 10 (H): 0.187, atom 11 (H): 0.145, atom 12 (H): 0.092, atom 13 (H): 0.161, atom 14 (C): -0.018, atom 15 (O): -0.116, atom 16 (H): 0.138, atom 17 (H): 0.125, atom 18 (H): 0.174, atom 19 (H): 0.157

Entry 6:
Below is a cluster of 2 separate species, C3H12N in total, with properties calculated with ωB97M-V with the def2-TZVPD basis set.

Summary:
Molecular weight ... 62.14 g mol⁻¹
LUMO level (spin up / spin down) ... 1.270 / 0.720 eV
Highest occupied orbital energy (spin up / spin down) ... -4.11 / -11.48 eV
Multiplicity ... 2
⟨S²⟩ ... 0.751
Relative energy (zero: lowest compared OMol25 entry of this formula, charge and spin) ... 4.0 kcal per mole
Net charge ... 0

XYZ file:
```
16
C3H12N (ωB97M-V with the def2-TZVPD basis set)
N -0.3339 -2.3457 1.2803
H -0.7118 -1.3806 1.2406
H -0.7198 -2.6213 0.3241
H -0.8386 -2.9057 1.9933
H 0.6956 -2.4481 1.4610
C 0.2470 0.8626 0.7285
C -0.3484 0.8654 -0.6724
C 0.5665 1.4071 -1.7643
H 0.5282 1.8091 1.1735
H -0.5563 0.4270 1.3327
H 1.0832 0.1614 0.7461
H -0.8546 -0.0572 -0.9689
H -1.1871 1.5686 -0.6794
H 0.0966 1.4004 -2.7511
H 1.4516 0.8366 -1.9339
H 0.8817 2.4203 -1.5099
```

Quick look at the Löwdin charges, all values in e: atom 1 (N): -0.002, atom 2 (H): 0.015, atom 3 (H): 0.041, atom 4 (H): 0.037, atom 5 (H): 0.041, atom 6 (C): -0.160, atom 7 (C): -0.350, atom 8 (C): -0.129, atom 9 (H): 0.075, atom 10 (H): 0.027, atom 11 (H): 0.048, atom 12 (H): 0.064, atom 13 (H): 0.097, atom 14 (H): 0.070, atom 15 (H): 0.052, atom 16 (H): 0.073

Computed maximum force, in the same sequence as the records: 3.19, 2.36, 2.56, 1.53, 1.41, 1.83 eV/A.